[1]
Density functional theory data (ωB97M-V/def2-TZVPD) for a structure of composition C44H58BrFN5O5SSiTeZr.

The geometry in ORCA input format:
```
! wB97M-V def2-TZVPD RIJCOSX def2/J DEFGRID3
* xyz 1 1
C 4.56882 3.13807 2.46887
O -1.62231 0.64402 1.66427
C 1.36758 -0.02085 6.07901
C -2.30516 -1.35139 -2.07317
N -3.73407 -2.84106 -0.82265
H -0.45511 3.93024 2.04616
H -2.17113 -4.96592 -8.20645
S 2.18610 2.03814 -0.21251
H -3.03787 -5.17292 0.49294
H 5.49805 2.58273 2.58133
H 4.00298 3.76375 5.81813
H -4.20728 -6.19938 -0.34289
H 4.31787 -2.25201 3.73754
C 2.14840 0.80447 -4.06325
H 4.83914 4.17997 2.27283
C -5.04176 3.41241 1.49070
C 3.34182 2.80819 -2.56941
H 1.11176 2.26456 7.30724
O 4.31552 2.09425 -6.63127
H 3.69788 -1.53210 5.21696
H 5.40819 2.95857 5.11445
C -3.60119 -5.29812 -0.43141
H 4.98200 4.59201 4.61443
H 1.82317 4.10561 4.31929
H 2.66548 -1.63828 3.77857
C 2.47287 1.90874 -1.94655
H 4.82267 0.65261 1.65166
C -3.87752 -3.88150 -6.18377
H 1.01968 -0.04361 7.11578
C -1.63829 -1.04314 -3.24634
C 3.70413 3.09436 3.73808
H -3.80780 -3.23330 -7.06682
H -4.68237 -3.50050 -5.56011
H 3.98719 0.00491 6.79412
H -6.10991 3.27380 1.59922
C -3.17131 -3.32784 -3.14095
H -3.63131 -2.65334 1.26347
C -4.48635 -4.07913 -0.67436
C -2.31080 3.67546 1.22432
Te -1.09426 3.20380 -2.03696
H -6.14224 1.59064 -0.18992
H -5.11680 -4.21502 -1.55456
H 3.07080 0.96373 7.94815
Br 1.08336 1.01369 2.92521
H 1.58679 0.88137 -6.42766
H -4.61291 -5.40259 -7.59572
C 3.68211 -1.45378 4.13021
H 1.25193 0.16246 -2.22654
Zr -0.27401 1.49002 0.32529
C -4.35532 4.27032 2.33115
C -2.90977 0.92226 -1.25106
C 2.34028 1.16248 5.92684
C -2.97889 4.38677 2.20115
H -2.99245 -6.99385 -7.04877
H -2.41785 5.02667 2.87175
C -2.13587 -0.57915 1.69299
C 1.54426 2.41979 6.31501
H 6.11394 1.00035 3.88073
H -1.27241 -3.21583 -6.93957
O -0.76319 -0.04626 -0.80100
H 4.23654 1.74935 6.88789
H -2.74618 1.03860 -2.32580
H -0.51294 4.27573 0.42591
C -4.18426 -5.33100 -6.59793
H 4.04376 2.76496 1.59175
H 2.94563 5.07548 3.35962
C 4.22831 -0.10484 3.63419
C -1.49032 -4.08438 -6.31251
N -2.25829 2.09788 -0.61334
C 3.31802 1.64791 -6.14416
H -0.92648 -5.91568 -7.38419
H 2.00700 3.80283 2.58751
O 2.39298 1.04071 -6.93260
H 4.28572 3.38993 -4.41170
H 4.97611 -1.08575 1.87475
C 3.48503 0.96198 6.93626
H -2.62176 -6.23637 -5.61865
N -0.86128 3.65296 1.15701
H 5.59739 0.14635 5.33432
C 1.89365 0.89330 -2.70668
H -4.87800 4.82502 3.09683
H 1.70582 -0.01118 -4.62573
C -3.32309 -2.20173 0.32887
C -1.79620 -5.28033 -7.23411
N -2.63441 -3.90128 -5.43056
C -5.06699 1.66878 -0.28898
H 6.25656 -0.74958 3.96859
H -4.84343 -5.82478 -5.88610
C -3.00152 2.84067 0.34788
H -2.88574 -5.43633 -1.24273
H 2.16286 3.31400 6.36791
N -2.88507 -6.08791 -6.59548
H 3.38867 -0.35872 1.62461
H -0.61098 -4.28076 -5.69876
H -1.02614 -0.14886 -3.30250
C 4.56793 3.62098 4.89940
C -4.38771 0.82981 -1.05925
Si 3.07861 1.32661 4.15991
C -4.37582 2.68561 0.50979
C 4.35479 -0.21574 2.10719
H -3.71700 -4.26010 -3.10647
O -2.24976 -1.23899 2.69895
C -2.51174 -3.01032 -4.32208
C 3.60758 2.70378 -3.92216
C -2.13597 -0.40323 -0.89843
C 2.99899 1.71301 -4.68632
H 0.48856 0.08639 5.44553
H -4.88233 0.04326 -1.61739
C -1.75494 -1.84972 -4.35418
H 3.80129 3.58958 -1.97903
H 1.82674 -0.98361 5.87047
F -1.12636 -1.48322 -5.49848
C -3.09408 -2.51116 -2.01060
H -5.16277 -3.93984 0.16866
C -2.57653 -1.09899 0.35868
H 0.71795 2.59939 5.62562
C 2.53894 4.06988 3.49920
C 5.62534 0.09930 4.24533
*
```

ΔE to the lowest compared entry with this formula, charge and spin in kcal/mol: 26.4
Highest occupied orbital energy in eV: -9.4


[2]
Density functional theory data (ωB97M-V/def2-TZVPD) for a structure of composition C24H21BrCuN4O in a non-equilibrium geometry.

The geometry in ORCA input format:
```
! wB97M-V def2-TZVPD RIJCOSX def2/J DEFGRID3
* xyz -1 1
N -1.97492 -0.12918 -4.99189
C 4.43433 0.25386 1.55645
C 0.68469 -0.78884 2.90132
N 0.68533 0.54632 -0.32297
Br -6.81642 0.08464 -1.38262
C -0.98323 -0.86985 4.67775
C -2.97146 -0.02213 -4.07842
H -1.37989 1.70254 -3.36127
H -4.43155 -1.68044 -1.48732
H -5.88309 1.69836 -3.67505
C 1.61664 -2.09837 -2.62145
H 3.44634 -1.31061 3.27732
H 0.07377 2.25933 0.61719
H -1.25496 3.07581 -1.32088
C -5.26497 0.02010 -2.49649
H -3.87271 1.63359 -5.11033
H -1.37025 -1.32064 2.63191
C -3.17006 -0.96985 -3.05110
N -0.83190 -0.64991 -4.83982
H 2.84853 2.36028 1.45930
C 0.64031 -0.22162 -1.43262
H 4.45173 0.81854 0.62360
C 1.61531 -0.42843 3.89462
C -5.11849 0.95194 -3.51331
N 3.15021 0.43228 2.20126
H 2.29672 -2.93866 -2.63975
C -0.10614 -0.74883 -3.71107
C 2.84951 1.83406 2.41397
H 1.86070 1.91057 2.86378
Cu 1.45610 -0.62238 1.13669
C 3.05576 -0.30255 3.46027
C 0.86615 -1.77478 -3.71869
H -2.42057 -1.73132 -2.88532
O 2.08992 -1.71731 -0.32795
C -3.99519 0.92061 -4.30679
C -0.61761 -1.01310 3.34797
C -0.05547 -0.45033 5.61261
C 1.48814 -1.38637 -1.40607
C 0.00163 1.67724 -0.29294
H 1.99173 0.08042 5.94580
H 4.57115 -0.80016 1.31902
H 3.68187 0.16725 4.24189
C -0.14898 0.11440 -2.55984
C -0.82752 1.34022 -2.50853
H 0.93058 -2.37435 -4.61676
H -0.34579 -0.29631 6.64382
H 5.27345 0.59046 2.19022
C 1.25412 -0.23700 5.21674
C -4.30217 -0.95009 -2.27248
H -2.00251 -1.07183 4.98242
C -0.75105 2.12086 -1.37154
H 3.58218 2.31159 3.08736
*
```

ΔE to the lowest compared entry with this formula, charge and spin in kcal/mol: 9.2
Highest occupied orbital energy in eV: -3.5